Entry 1:
Density functional theory data (wB97M-V/def2-TZVPD) for a cluster of 8 separate species, C2H20O7 in total at a distorted geometry.

The geometry in XYZ format:
```
29
Properties=species:S:1:pos:R:3:mulliken_charge:R:1
H -4.524 1.536 -0.082 0.25
H -0.905 1.291 -1.365 0.33
H 0.010 3.857 1.383 0.30
H -0.590 1.194 1.539 0.21
O 0.704 4.415 0.959 -0.63
H -3.290 0.568 -1.051 0.19
O -0.088 0.589 1.070 -0.48
O 0.433 -2.294 2.874 -0.63
H 2.875 -1.926 -1.591 0.31
H 0.490 0.307 -1.584 0.37
H 0.669 -2.470 0.639 0.27
O 1.162 -0.918 -2.733 -0.77
C -3.384 -0.222 0.892 -0.64
H -4.273 -0.614 1.412 0.34
H 0.813 -1.406 2.844 0.31
H 0.088 0.674 0.223 0.38
H -4.819 -0.119 -0.870 0.28
H 1.087 -2.881 3.153 0.30
C -4.031 0.499 -0.303 -0.79
H 0.969 -1.794 -2.413 0.29
H 1.149 -1.073 0.434 0.24
O 1.049 -1.917 0.057 -0.48
O 0.116 1.200 -1.456 -0.79
H 2.073 -0.755 -2.400 0.52
H 3.483 -0.919 -0.543 0.30
H 0.786 3.869 0.176 0.33
H -2.937 0.412 1.580 0.23
O 3.374 -1.116 -1.457 -0.69
H -2.666 -1.099 0.485 0.14
```

Values from the calculation:
- Total charge: 0
- Structure (SMILES): CC.O.O.O.O.O.O.O
- Multiplicity: 1


Entry 2:
Density functional theory data (wB97M-V/def2-TZVPD) for a cluster of 9 separate species, C2H21NO8 in total at a distorted geometry.

The geometry in XYZ format:
```
32
Properties=species:S:1:pos:R:3:mulliken_charge:R:1
H 2.697 -0.344 -2.387 0.31
H -1.903 1.311 -1.563 0.26
O -3.153 -1.104 -2.914 -0.58
C -1.410 -0.743 0.802 -0.32
H -0.444 2.339 3.533 0.32
O 3.355 0.138 -1.950 -0.60
H -3.062 1.604 -0.024 0.30
O 1.878 2.320 1.101 -0.69
O 1.550 -0.187 1.113 -0.55
O 1.036 -2.022 -0.569 -0.63
H 0.162 -1.694 -0.941 0.31
H -0.622 -2.082 -4.199 0.31
H -3.086 -1.211 -1.915 0.36
N -1.980 -0.234 -0.207 -0.18
H 2.261 0.021 0.413 0.29
H 1.433 -1.064 0.853 0.37
H -0.673 -0.297 1.565 0.15
H 1.182 -2.967 -0.850 0.27
H -3.822 -0.577 -3.003 0.24
H 0.694 0.353 3.760 0.35
H 2.652 1.864 1.226 0.29
O 0.502 2.567 3.441 -0.68
H 0.289 -1.116 3.753 0.31
O -0.061 -1.927 -3.308 -0.65
H -1.325 1.954 -0.001 0.20
H -0.357 -0.924 -3.175 0.31
H -1.542 -1.847 1.008 0.31
H 0.773 2.356 2.563 0.39
H 3.621 0.844 -2.505 0.30
O 0.176 -0.281 4.262 -0.64
C -2.084 1.156 -0.415 -0.78
H 1.267 1.799 0.534 0.35
```

Values from the calculation:
- Total charge: 0
- Structure (SMILES): C=NC.O.O.O.O.O.O.O.O
- Multiplicity: 1


Entry 3:
Density functional theory data (wB97M-V/def2-TZVPD) for a structure of composition C2H22AgBF6NO13S2 at a distorted geometry.

The geometry in XYZ format:
```
48
Properties=species:S:1:pos:R:3:mulliken_charge:R:1
H -1.557 0.728 3.765 0.26
O 1.910 4.843 -0.552 -0.54
O -2.884 -4.116 1.409 -0.64
O -3.342 -2.108 -1.144 -0.61
F 4.012 2.938 -1.159 -0.18
F 3.475 1.552 0.407 -0.24
F -1.067 4.496 -0.706 -0.23
F 4.347 3.424 0.926 -0.23
O -0.319 -4.393 0.337 -0.59
H 0.586 -2.109 0.064 -0.23
H 1.841 -0.831 -2.832 0.31
O 0.488 -2.883 2.917 -0.63
B -0.075 -1.204 0.319 1.36
H 2.290 -1.662 -4.033 0.28
O 1.412 0.839 2.669 -0.33
F -1.965 3.599 -2.473 -0.22
H 2.378 0.812 2.625 0.24
H -2.139 -0.461 2.990 0.27
H -3.058 -5.047 1.250 0.28
H 0.202 -5.175 0.547 0.26
H 0.078 -2.199 2.363 0.30
H -3.170 -1.571 -0.368 0.22
S 1.806 3.641 0.234 0.84
N 0.777 2.373 -0.361 0.10
H -1.209 -1.390 0.353 -0.49
H 1.390 -2.574 3.057 0.31
H -3.189 1.098 0.168 0.24
H -2.008 -3.960 1.005 0.43
H 0.282 -3.651 0.491 0.38
O 1.560 2.973 -2.747 -0.60
O 1.596 3.821 1.639 -0.59
H -2.525 -2.054 -1.675 0.39
C 3.541 2.846 0.048 0.66
H 0.190 -0.375 -0.404 -0.40
H 0.239 -0.826 1.346 0.04
H -0.003 -2.062 -2.859 0.41
C -0.832 4.038 -1.939 0.73
O 1.706 -1.684 -3.268 -0.65
H -2.306 0.644 -1.009 0.27
O -0.262 1.457 -2.433 -0.66
Ag -0.260 1.079 1.106 0.16
S 0.462 2.602 -1.889 0.70
O -0.823 -2.375 -2.428 -0.71
F -0.343 5.037 -2.664 -0.21
H -0.599 -2.367 -1.480 0.22
O -1.568 0.316 2.892 -0.48
H 1.205 0.900 3.609 0.23
O -2.269 1.018 -0.112 -0.45
```

Values from the calculation:
- Total charge: 0
- Multiplicity: 2


Entry 4:
Density functional theory data (wB97M-V/def2-TZVPD) for a cluster of 9 separate species, C2H22O10 in total at a distorted geometry.

The geometry in XYZ format:
```
34
Properties=species:S:1:pos:R:3:mulliken_charge:R:1
H 12.875 -2.968 -23.643 0.41
C 12.332 -2.659 -22.751 -0.77
H 11.317 -4.315 -22.786 0.32
H 10.419 -2.027 -23.583 0.27
H 11.081 -2.176 -20.049 0.28
H 9.257 -3.946 -17.706 0.31
O 6.333 -3.507 -18.870 -0.60
H 9.900 -0.810 -21.810 0.38
O 9.490 -4.138 -20.770 -0.65
O 8.927 -3.049 -17.770 -0.60
O 7.470 -4.601 -22.570 -0.65
H 7.895 0.452 -21.923 0.29
H 6.950 -5.042 -21.898 0.33
H 6.199 -0.326 -19.303 0.32
H 7.507 -2.503 -20.650 0.28
H 10.005 -4.899 -21.038 0.26
H 13.069 -2.213 -22.082 0.26
H 8.251 -4.297 -22.107 0.38
O 11.894 -3.885 -22.151 -0.46
H 6.672 -0.510 -17.877 0.29
O 7.708 -1.646 -20.273 -0.47
O 8.784 0.492 -22.276 -0.59
H 8.635 -1.698 -20.040 0.21
O 11.477 -2.632 -19.306 -0.62
H 7.137 -3.037 -18.647 0.35
H 10.141 -3.494 -20.489 0.26
H 5.800 -3.460 -18.076 0.30
O 5.928 -0.202 -18.393 -0.63
H 11.508 -0.786 -23.781 0.38
H 8.909 1.413 -22.507 0.26
C 11.290 -1.599 -23.088 -0.22
H 12.420 -2.564 -19.456 0.35
O 10.774 -1.207 -21.807 -0.50
H 9.658 -2.551 -18.136 0.29
```

Values from the calculation:
- Total charge: 0
- Structure (SMILES): OCCO.O.O.O.O.O.O.O.O
- Multiplicity: 1


Entry 5:
Density functional theory data (wB97M-V/def2-TZVPD) for a structure of composition C2H22O9 at a distorted geometry.

The geometry in XYZ format:
```
33
Properties=species:S:1:pos:R:3:mulliken_charge:R:1
O -2.103 2.565 0.976 -0.49
H 0.702 -1.201 -2.375 0.29
H -0.244 -2.516 0.238 0.20
H 2.443 0.738 1.512 0.30
H 0.780 -0.091 -0.181 0.68
H 0.863 0.302 -2.303 0.43
C -2.440 2.131 -0.406 -0.09
H -2.033 1.142 -0.619 -0.22
O -1.398 -1.207 -0.224 -0.59
H -1.200 2.890 0.966 0.30
O 1.818 -2.466 0.634 -0.74
H -3.524 2.026 -0.436 0.32
O 0.460 1.109 -1.773 -0.50
H 0.342 -1.304 1.221 0.46
H -1.306 -0.070 1.399 0.44
H -1.975 2.798 -1.133 0.26
H -1.850 -0.698 -0.898 0.21
O 1.645 0.835 2.031 -0.76
H 2.987 -0.799 -0.417 0.39
O -1.134 -0.174 2.334 -0.67
H 1.892 -1.739 0.012 0.57
H 0.814 1.774 -2.364 0.28
H 0.954 0.468 1.479 0.28
H 1.942 -0.229 -1.352 0.34
H -1.888 -2.027 -0.174 0.35
O 0.075 0.342 0.302 -0.50
H -0.480 0.496 2.534 0.31
H -0.722 -0.103 0.014 -0.24
H 0.430 1.539 -0.919 0.24
O 1.342 -0.502 -2.504 -0.97
H 0.276 -3.114 1.829 0.39
O 2.066 -0.541 -0.456 -0.62
C 0.466 -2.374 1.052 -0.64
```

Values from the calculation:
- Total charge: 0
- Multiplicity: 1


Entry 6:
Density functional theory data (wB97M-V/def2-TZVPD) for a structure of composition C2H24O18V at a distorted geometry.

The geometry in XYZ format:
```
45
Properties=species:S:1:pos:R:3:mulliken_charge:R:1
H -0.252 3.560 0.222 0.31
H 0.618 1.049 -0.829 -0.04
H -2.179 1.319 -0.795 0.52
H 3.181 1.674 -0.095 0.53
C -3.135 -3.641 2.117 0.91
O 2.400 -2.014 1.032 -0.67
H 0.330 2.790 -3.014 0.35
H -0.350 -3.927 1.812 0.50
O -1.924 -0.847 2.464 -0.26
H 2.515 -0.576 -3.537 0.33
O 1.802 -1.110 -3.137 -0.64
H -4.643 -0.540 1.559 0.34
O 2.874 2.567 0.011 -0.82
H 2.747 -2.754 0.520 0.29
H 3.796 -0.268 0.739 0.38
H 2.214 2.526 0.729 0.38
V -2.365 -1.503 1.028 0.54
H -0.681 3.874 -3.569 0.29
O -3.968 -0.199 0.915 -0.47
O 0.832 1.972 1.976 -0.49
H -0.423 3.516 -1.291 0.36
H 0.729 2.533 2.723 0.22
H 2.137 2.231 -1.466 0.30
H -3.023 -5.587 2.453 0.35
H 1.639 -0.658 -2.294 0.31
O 1.852 2.011 -2.338 -0.68
O -1.423 0.021 0.003 -0.67
H -4.199 0.739 0.927 0.31
O -3.787 -2.612 2.045 -0.55
H 3.000 -0.402 -0.500 0.28
O -0.612 3.005 -3.067 -0.70
O -0.348 -1.527 0.498 -0.97
H 0.409 -4.149 0.518 0.27
H 1.546 -1.750 0.802 0.23
O 3.735 0.156 -0.190 -0.72
H 2.678 2.020 -2.836 0.28
O -1.958 -3.414 1.818 -0.67
H 1.050 1.128 2.362 0.25
O 0.794 0.167 -0.473 0.41
C -0.307 -0.415 0.062 1.23
O -2.410 2.123 -1.220 -0.75
H -1.913 2.418 -1.968 0.36
O 0.463 -4.347 1.448 -0.68
O -3.633 -4.885 2.401 -0.46
O 0.194 3.724 -0.565 -0.60
```

Values from the calculation:
- Total charge: 0
- Multiplicity: 2


One value per record, in order, for E: -16729.19352, -20282.25067, -73183.62988, -22905.63982, -20849.13909, -65007.42131 eV.